Below is C22H27BaCl2N7O8S as an isolated structure in a non-equilibrium geometry, with properties calculated with ωB97M-V/def2-TZVPD.

Computed properties:
F_max: 2.56 eV Å⁻¹
ΔE to the lowest compared entry with this formula, charge and spin: 180.6 kJ/mol
Gap between HOMO and LUMO: 8.25 eV
Calculated total energy: -86635.829 eV
HOMO: -9.1 eV

```
! RIJCOSX wB97M-V def2-TZVPD def2/J DEFGRID3
* xyz 0 1
Ba 0.62924 0.92701 0.47437
Cl 1.17094 1.32611 5.46147
Cl 3.30964 -0.43079 4.60697
S 4.94184 -3.03469 2.25947
O 1.00844 0.28891 -1.81093
O -0.58096 -0.45259 -7.76523
O 1.02334 2.48301 -1.57873
O 0.55824 5.20581 -5.61863
O -0.55746 -1.61269 -5.95803
O 0.09654 4.29631 -7.50913
O 0.75334 0.23391 2.77207
O 2.32784 1.54271 1.95647
N -0.42126 -0.57979 -6.57393
N 2.78724 -1.83079 1.49847
N -1.58906 2.19751 -0.49343
N 0.32674 4.25081 -6.32303
N -1.27866 2.28781 2.55977
N 0.08234 -1.64489 -0.10663
N -2.25356 -0.13409 0.97807
C -2.46906 1.22541 -1.11003
C 0.89654 -3.69009 4.04867
C 1.11824 -2.78279 3.03677
C -3.17206 0.38931 -0.03033
C 2.40174 -2.67119 2.50667
C -0.04696 0.59771 -5.81793
C 1.77074 0.92321 2.86167
C -1.30006 -2.03639 -0.30223
C 4.04444 -1.90219 1.28397
C 3.21984 -4.35249 4.07387
C -2.62316 1.74011 2.63587
C 0.60824 1.59171 -3.73243
C 1.93134 -4.47729 4.55247
C 3.44944 -3.44729 3.04907
C -0.02576 1.83361 -6.44763
C 0.27174 0.46821 -4.47303
C 0.62784 2.83821 -4.34133
C 0.92514 1.44841 -2.24333
C 2.42134 1.05291 4.25977
C -2.63226 0.24251 2.33747
C -2.12476 -1.58389 0.89937
C 0.31504 2.94541 -5.69053
H -0.27436 1.93101 -7.49543
H 4.03154 -4.92919 4.48827
H 0.61774 -1.77899 -0.95573
H -0.69386 1.79981 3.22967
H 3.12984 1.87831 4.30397
H 0.26504 -0.50349 -4.00113
H -1.28846 3.26751 2.82607
H 0.35524 -2.10639 2.68907
H 4.55434 -1.31109 0.54777
H -3.92786 1.01931 0.44987
H 0.89074 3.71211 -3.76243
H -1.60836 -1.93339 1.79447
H -2.12266 2.83811 0.08487
H -0.09216 -3.78779 4.47137
H -1.85916 0.58481 -1.74983
H -3.71116 -0.42499 -0.52773
H -1.67216 -1.55629 -1.20883
H -3.07066 1.86821 3.63667
H -3.11386 -2.06869 0.87127
H -1.41466 -3.12579 -0.42263
H 0.51124 -2.21759 0.60977
H -1.91026 -0.21419 3.01397
H -1.11096 2.75471 -1.19103
H 1.72324 -5.18279 5.34327
H -3.63786 -0.14239 2.57927
H -3.25166 1.68251 -1.73763
H -3.26116 2.27391 1.92647
*
```


Below is C22H27BaCl2N7O8S as an isolated structure in a non-equilibrium geometry, with properties calculated with ωB97M-V/def2-TZVPD.

Computed properties:
F_max: 4.77 eV Å⁻¹
ΔE to the lowest compared entry with this formula, charge and spin: 159.5 kJ/mol
Gap between HOMO and LUMO: 8.63 eV
Calculated total energy: -86636.046 eV
HOMO: -9.1 eV

```
! RIJCOSX wB97M-V def2-TZVPD def2/J DEFGRID3
* xyz 0 1
Ba 0.71961 0.16130 0.60915
Cl 1.51527 4.49075 -0.86513
Cl -1.31429 4.91891 -0.17208
S 1.65846 -0.79158 -4.64792
O -5.95822 -2.15347 -1.61680
O -1.19252 -1.01971 -0.29685
O -7.46470 -0.68857 -1.15439
O -4.61181 2.89499 2.96467
O -0.67325 2.07693 0.29950
O -6.44750 2.94658 1.84317
O 1.14341 2.45091 1.56607
O -1.17008 -0.57854 1.89483
N 3.56129 -1.58789 1.41285
N 3.32255 1.08910 0.04543
N -6.34698 -1.14869 -1.06032
N 1.50670 -0.32637 3.17173
N 0.99359 0.12177 -2.32891
N -5.36965 2.46515 2.12213
N 1.28923 -2.66873 -0.12604
C -2.09388 1.49060 -3.85342
C -1.74911 -0.65658 0.77184
C 2.29518 -3.53885 0.49566
C -0.77377 0.34860 -5.53498
C 4.23814 0.80223 1.16692
C 0.21108 2.81815 0.80714
C 3.40281 -1.85805 2.84768
C 0.16005 0.06741 -4.53371
C -4.91808 1.28529 1.33831
C -3.18596 -0.21326 0.70092
C -4.07360 -0.87166 -0.13383
C 4.66256 -0.65729 1.13254
C 1.99490 -1.69404 3.40548
C -5.83560 0.65386 0.52888
C -5.38142 -0.43196 -0.18485
C -1.89885 1.06125 -5.17652
C 1.91170 -0.52811 -2.95781
C -1.17302 1.21145 -2.86842
C 0.23852 4.30656 0.39821
C -3.60898 0.87238 1.45502
C 3.62438 -2.80967 0.61407
C -0.03029 0.48566 -3.21701
H 1.94021 -3.82790 1.48704
H 0.56708 -0.22328 3.54698
H 3.82970 1.00437 -0.82993
H 5.49904 -0.80701 1.82797
H 2.03639 -1.94794 4.46774
H -1.31309 1.54750 -1.84705
H -2.64211 1.29537 -5.92856
H 5.05545 -0.87159 0.13357
H 3.94887 -2.53557 -0.39444
H 3.75925 -2.86917 3.08621
H 2.47105 -4.47076 -0.04955
H -2.92312 1.38936 2.11063
H 1.29678 -2.38312 2.92631
H 1.42866 -2.61770 -1.13038
H 3.01795 2.06166 0.10306
H -6.85652 0.99369 0.45547
H 0.54712 4.90788 1.24074
H -2.98439 2.05442 -3.60240
H 4.37507 -3.51388 1.00977
H 3.70889 1.01552 2.09985
H 5.13464 1.42854 1.14375
H 2.81001 -0.90591 -2.47283
H 0.34644 -3.02116 -0.00105
H 4.05015 -1.16978 3.39994
H -3.74914 -1.70314 -0.74426
H 2.08800 0.35143 3.65426
H -0.62026 0.02136 -6.55606
*
```


Below is C22H27ClFN7 in the gas phase in a non-equilibrium geometry, with properties calculated with ωB97M-V/def2-TZVPD.

Computed properties:
F_max: 1.18 eV Å⁻¹
ΔE to the lowest compared entry with this formula, charge and spin: 12.2 kJ/mol
Gap between HOMO and LUMO: 7.63 eV
Calculated total energy: -48924.057 eV
HOMO: -7.9 eV

```
! RIJCOSX wB97M-V def2-TZVPD def2/J DEFGRID3
* xyz 0 1
Cl 1.99995 2.91766 6.90634
F 0.09975 4.97971 7.84908
N -1.79792 0.57629 1.26348
N 2.60462 -2.07961 -3.53032
N -3.07271 -0.24416 -0.58452
N -3.69177 3.18772 2.87457
N -4.95767 2.38729 1.03148
N -1.58485 2.26197 3.37751
N -0.99557 -1.09651 -0.06714
C -2.71191 2.34323 2.63016
C 3.21552 -0.81227 -3.89811
C -3.97078 1.50578 0.74793
C -4.75526 3.15920 2.05742
C -1.05435 -2.00467 -1.18593
C 2.55935 -2.30315 -2.09778
C 1.43028 -1.50902 -1.42601
C -1.19743 2.96730 4.49909
C -0.31679 4.31717 6.75383
C 1.30709 -1.90699 0.04588
C 2.11949 -4.29625 -4.49310
C 0.09337 -1.72782 -2.15955
C 0.47677 3.31914 6.20009
C -2.79439 1.43321 1.51991
C -4.03449 0.59160 -0.33011
C 0.03438 2.64784 5.07508
C 0.21814 -1.08330 0.72263
C 3.16340 -3.20888 -4.25743
C 2.60316 -0.25872 -5.18084
C -1.98278 3.97194 5.06599
C -1.97331 -0.22841 0.21577
C -1.53812 4.64015 6.18912
H 0.00725 -1.46954 1.72813
H -2.13109 5.41888 6.64138
H -0.99901 -3.03253 -0.81108
H -2.93097 4.21031 4.61430
H -5.53392 3.87181 2.29639
H 1.26233 -3.87474 -5.01106
H 2.54349 -5.09046 -5.10246
H 2.79671 -0.91396 -6.02574
H 1.52751 -0.16526 -5.06122
H 4.03613 -3.63497 -3.73290
H 2.37070 -3.36528 -1.92926
H -0.14440 -0.84361 -2.74973
H 1.77844 -4.73057 -3.55669
H 4.30877 -0.90783 -4.01404
H 1.67865 -0.44388 -1.45527
H 3.52115 -2.05641 -1.61249
H 0.65081 1.87278 4.64631
H 2.25269 -1.73081 0.56113
H -2.01793 -1.86527 -1.67487
H 3.02182 0.71997 -5.40176
H 0.18751 -2.56441 -2.85009
H 0.54467 -0.04280 0.83131
H 3.03393 -0.09756 -3.09409
H -4.89934 0.56448 -0.97947
H 1.08296 -2.97159 0.12525
H -0.95237 1.54649 3.03195
H 3.50829 -2.85066 -5.22844
*
```


Below is C22H27ClN4O7Ti as an isolated structure in a non-equilibrium geometry, with properties calculated with ωB97M-V/def2-TZVPD.

Computed properties:
F_max: 3.31 eV Å⁻¹
ΔE to the lowest compared entry with this formula, charge and spin: 0.0 kJ/mol
Gap between HOMO and LUMO (spin up / spin down): 5.32 / 5.32 eV
⟨S²⟩: 0.75
Calculated total energy: -79178.368 eV
HOMO (spin up / spin down): -9.3 / -9.3 eV

```
! RIJCOSX wB97M-V def2-TZVPD def2/J DEFGRID3
* xyz 1 2
Ti 9.37298 9.97551 12.23966
Cl 12.95082 4.12244 5.32767
O 8.44747 11.23423 5.43838
O 7.28687 12.99393 6.31721
O 6.89111 12.99102 11.49822
O 11.26394 10.15461 11.59224
O 8.61512 11.80482 12.40255
O 10.49155 8.18328 12.32306
O 11.73773 7.10754 10.18175
N 5.12583 11.70716 14.84937
N 9.68655 10.02948 14.40034
N 7.63842 8.69615 12.62796
N 8.57666 10.04011 10.27597
C 10.02329 5.04873 9.61986
C 13.66687 5.68075 7.37894
C 6.24203 10.82301 14.28931
C 11.48192 4.59464 7.60445
C 8.45422 9.87944 15.25566
C 8.84410 9.34835 9.12333
C 8.40394 9.84507 7.90056
C 7.67916 11.88420 8.92948
C 13.41505 6.48220 8.49863
C 12.64976 4.81132 6.85617
C 12.47727 8.11357 10.91728
C 11.25827 5.30601 8.77284
C 11.41831 8.88203 11.70786
C 12.19292 6.34740 9.16123
C 5.76212 9.39529 14.12000
C 6.90539 8.45399 13.88646
C 7.82878 11.84464 6.36590
C 7.49184 11.03333 15.12002
C 7.89602 8.49119 15.07027
C 7.72190 12.07762 11.40944
C 7.94758 11.19064 7.73131
C 7.91942 11.27538 10.16782
H 5.31956 9.09801 15.05536
H 6.43668 7.43910 13.85423
H 9.17562 4.70633 8.99541
H 8.67760 7.72068 14.87695
H 8.80536 9.89860 16.32214
H 7.96158 11.97417 14.75888
H 9.31896 8.39257 9.19795
H 6.94783 8.95327 11.91744
H 7.18295 11.25712 16.13175
H 14.13235 7.21806 8.87552
H 5.42528 12.73044 14.76107
H 13.03271 8.80448 10.28364
H 7.19589 12.89683 8.88415
H 14.57055 5.70786 6.80530
H 13.11776 7.58760 11.67488
H 10.76680 3.88436 7.16594
H 9.77028 5.99074 10.15836
H 10.07616 4.30800 10.38786
H 4.95239 11.56103 15.86446
H 4.23122 11.56127 14.30504
H 10.01576 10.99196 14.58788
H 7.96255 7.78377 12.27049
H 7.28279 8.26136 15.99269
H 10.43432 9.42112 14.74320
H 6.40770 11.34670 13.32530
H 8.59224 9.26240 7.01237
H 4.94197 9.32115 13.35340
*
```


Below is C22H27F2N3O2 in the gas phase, with properties calculated with ωB97M-V/def2-TZVPD.

Computed properties:
F_max: 0.74 eV Å⁻¹
ΔE to the lowest compared entry with this formula, charge and spin: 0.0 kJ/mol
Gap between HOMO and LUMO: 8.85 eV
Calculated total energy: -37253.837 eV
HOMO: -8.4 eV

```
! RIJCOSX wB97M-V def2-TZVPD def2/J DEFGRID3
* xyz 0 1
F 1.24343 -2.95229 0.97575
F 3.31639 1.19427 0.04702
O 0.65625 -0.74715 2.37014
O -2.28000 2.47159 0.87634
N -1.92451 0.31781 1.47622
N -4.26255 -0.50840 -1.32798
N 0.79540 1.06193 1.04334
C 3.24346 -0.14950 -0.05871
C 2.20248 -0.83327 0.56494
C -3.11602 -0.22811 0.85788
C -1.24702 -1.69265 -1.11432
C 4.23299 -0.78520 -0.78401
C 0.69042 -1.12102 -2.41498
C 3.19107 -2.88784 -0.29952
C 1.54616 3.58001 2.57860
C -3.07864 0.02502 -0.66402
C -1.56647 1.60611 1.33969
C -0.99108 0.52636 -1.96035
C -4.47573 0.09934 -2.62490
C 1.15077 -0.18026 1.40963
C -1.74551 -0.40155 -1.25035
C -4.36646 -1.94845 -1.41394
C 4.20200 -2.16338 -0.90343
C 2.21676 -2.22237 0.42395
C 0.38907 3.89003 0.37209
C -0.05152 -2.05350 -1.71098
C -0.12474 1.86139 1.82809
C 0.22247 0.17700 -2.52640
C 0.25623 3.34876 1.79523
H 1.80139 4.63668 2.57804
H 2.36849 3.02897 2.12701
H -0.06013 1.49052 2.85938
H 1.62975 -1.40341 -2.86894
H -1.35807 1.53800 -2.06272
H -4.23235 -2.39265 -0.43095
H -4.00622 0.26237 1.26147
H 1.27659 3.49974 -0.12346
H -0.49468 3.64120 -0.20788
H 1.43783 3.25359 3.61040
H 3.14482 -3.96229 -0.37679
H -3.15354 1.11195 -0.77832
H -5.37190 -2.19342 -1.75802
H -3.70312 -0.17198 -3.36099
H 0.48080 4.97289 0.40360
H 4.96826 -2.67169 -1.46693
H 0.79881 0.91601 -3.06494
H -1.78440 -2.42906 -0.53787
H 5.01248 -0.19557 -1.23913
H -5.44332 -0.22456 -3.00688
H -3.64631 -2.39629 -2.11547
H 1.12190 1.47073 0.18351
H 0.30231 -3.07010 -1.62197
H -3.15618 -1.28905 1.09631
H -1.25995 -0.32468 1.88920
H -4.49234 1.18255 -2.51817
H -0.56527 3.88228 2.28305
*
```


Below is C22H27FN2O3 in the gas phase, with properties calculated with ωB97M-V/def2-TZVPD.

Computed properties:
F_max: 0.77 eV Å⁻¹
ΔE to the lowest compared entry with this formula, charge and spin: 109.7 kJ/mol
Gap between HOMO and LUMO: 7.99 eV
Calculated total energy: -35091.878 eV
HOMO: -7.6 eV

```
! RIJCOSX wB97M-V def2-TZVPD def2/J DEFGRID3
* xyz 0 1
F -0.02325 -7.15468 -0.26043
O -0.43328 1.71527 4.25061
O -0.55589 3.07989 1.87321
O -1.84433 2.19552 -4.21186
N -0.81567 -1.69554 0.08902
N 0.43491 0.26826 1.77899
C -0.91829 -3.92069 1.10042
C 0.17019 -0.77207 -0.42752
C -0.60247 2.42459 -2.23078
C 0.49859 1.87385 -4.48141
C 1.15174 -0.34278 0.67132
C -0.75308 2.18256 -3.68358
C 0.67565 2.93186 -0.24292
C 1.07346 0.51427 -4.08243
C -0.47123 2.85138 0.54222
C -0.51552 -0.69743 2.31412
C -1.75415 2.36466 -1.43794
C -0.07132 -3.64153 -1.12269
C -0.21235 -5.81673 -0.16225
C -0.58428 -3.06101 0.04662
C 0.12057 -5.00264 -1.22914
C 0.76995 1.98951 3.58243
C 1.33067 0.77781 2.80496
C 0.60676 2.72012 -1.60666
C -0.73825 -5.28708 0.99875
C -1.49788 -1.08522 1.20794
C -1.69251 2.56860 -0.08134
C 0.58268 3.23606 2.69555
H -0.99497 -5.93934 1.81873
H 1.49183 3.44813 2.13353
H -0.35469 0.11007 -0.80380
H 1.24222 2.65775 -4.33162
H 0.01063 -1.60017 2.67568
H 1.85045 0.38759 0.25652
H 0.16018 -3.02215 -1.97475
H 1.72510 -1.22875 1.00265
H 0.32591 -0.26265 -4.22586
H 2.26220 1.10150 2.33326
H 1.93728 0.27898 -4.70005
H -1.97381 -0.17356 0.83112
H 1.63504 3.16984 0.18993
H 1.58214 -0.00553 3.53847
H 0.73186 -1.22373 -1.24254
H -1.04677 -0.25521 3.15579
H 1.37821 0.50984 -3.03854
H 0.36354 4.09078 3.34584
H -2.27562 -1.74810 1.58431
H -1.14570 1.88160 3.61745
H -1.31718 -3.53265 2.02345
H -2.69463 2.14647 -1.92121
H 1.51452 2.81179 -2.18275
H 0.51495 -5.43759 -2.13396
H -2.58110 2.52688 0.52937
H 1.50450 2.23398 4.36083
H 0.22246 1.85744 -5.53706
*
```


What is the ΔE to the lowest compared entry with this formula, charge and spin in the second record?
159.5 kJ/mol


Which formula does entry 3 have?
C22H27ClFN7


The highest ΔE to the lowest compared entry with this formula, charge and spin belongs to which entry?
number 1


The highest ΔE to the lowest compared entry with this formula, charge and spin belongs to which entry?
number 1